32
Properties=species:S:1:pos:R:3:forces:R:3 method="wB97M-V/def2-TZVPD" gap_ev=6.57 homo_energy_ev=-1.92 de_lowest_ev=0.161 total_charge=-2
Zn -0.185383 -0.077430 0.270467 1.2 0.1 -0.6
C 3.083510 -2.411020 0.546450 0.7 -0.3 0.1
C 2.840638 -1.069909 -0.159867 -0.4 0.4 0.4
O 1.621972 -0.774682 -0.336005 0.0 -0.1 -0.2
O 3.831092 -0.397856 -0.460293 0.1 -0.2 -0.2
H 4.110245 -2.416417 0.925221 -0.1 0.0 0.1
H 3.024248 -3.242484 -0.162963 -0.3 0.1 0.0
H 2.398289 -2.573477 1.378486 -0.2 0.0 -0.1
C -0.732671 -3.597541 2.161200 0.2 0.1 0.4
C -0.693197 -2.259208 1.460300 0.1 0.3 -0.8
O -1.115783 -2.169143 0.281358 -0.4 -0.2 0.2
O -0.174655 -1.273592 2.044188 -0.1 -0.2 0.6
H -1.049284 -3.463678 3.198013 -0.1 0.0 0.0
H 0.294478 -3.967564 2.200770 0.0 -0.1 -0.1
H -1.370123 -4.305163 1.639694 0.0 0.0 0.0
C -0.429904 3.617231 0.526231 -0.1 0.4 0.3
C 0.778566 2.681963 0.673217 -0.4 -0.9 -0.3
O 1.811046 3.014716 0.113382 0.5 0.4 0.1
O 0.553267 1.586456 1.313911 -0.2 0.4 -0.3
H -0.088287 4.603921 0.210723 0.0 0.0 0.0
H -0.968883 3.706167 1.476271 0.0 -0.1 -0.1
H -1.107058 3.235247 -0.242222 0.0 -0.2 0.0
C -1.640088 1.790994 -3.390414 -0.2 -0.4 -0.7
C -0.835292 0.590600 -2.872475 0.6 -0.2 0.2
O -0.206095 -0.067379 -3.704065 -0.2 -0.1 -0.1
O -0.839084 0.443440 -1.611533 -0.4 0.3 0.3
H -1.824654 1.664267 -4.460961 0.2 0.0 0.0
H -0.991083 2.656532 -3.257661 -0.4 0.3 0.2
H -2.629454 1.868592 -2.936286 0.3 0.3 0.5
O -2.162104 0.753143 0.904410 -0.6 -0.1 0.1
H -2.488516 1.654685 0.934221 0.3 0.1 0.0
H -2.815743 0.198579 1.336237 0.1 -0.1 0.0


24
Properties=species:S:1:pos:R:3:forces:R:3 method="wB97M-V/def2-TZVPD" gap_ev=9.13 smiles="CO[SiH2][C@H]1C=CC(C)=C1C" homo_energy_ev=-8.14 de_lowest_ev=0.034
C -0.831957 -1.388164 1.071837 -0.3 1.2 -3.0
C -0.253921 -2.201473 0.117214 0.4 1.1 0.9
C -1.212893 -0.092369 0.403852 -1.0 -0.5 2.1
C -0.884445 -0.096874 -0.895012 1.4 -0.1 1.6
C -0.063664 -1.299786 -1.103558 0.6 -0.9 -1.0
C -1.992466 1.015212 1.092203 0.8 0.6 -2.9
C -1.011234 0.977106 -1.902631 -1.6 -2.0 -0.7
C 2.142246 0.771524 1.412143 -0.6 1.6 0.7
O 1.819914 0.612594 0.099429 -0.6 0.1 -1.2
Si 1.767912 -0.720440 -0.846843 -1.8 1.6 0.5
H -1.147982 -1.550114 2.068475 0.2 -0.6 0.9
H 0.286079 -3.146040 0.356610 -0.7 0.7 -0.6
H -0.130422 -1.559491 -2.189987 0.1 -0.9 0.9
H -1.438343 1.931941 1.258750 0.7 0.3 -0.4
H -2.327573 0.847858 2.049948 -1.3 -1.2 2.0
H -2.789216 1.301004 0.376506 0.0 -0.1 0.8
H -0.843967 0.405303 -2.827097 0.0 1.0 -0.3
H -0.365658 1.799308 -1.798164 1.0 1.0 0.2
H -2.049589 1.321558 -1.890982 0.1 0.2 -0.2
H 1.409696 1.400234 1.910625 -0.6 0.0 0.1
H 3.010932 1.403964 1.477762 1.0 -0.4 0.3
H 2.132839 -0.145145 1.935462 0.7 -1.1 0.8
H 2.641144 -1.592210 -0.165986 0.9 -1.4 0.1
H 2.132576 0.004492 -2.010563 0.6 -0.2 -1.5


24
Properties=species:S:1:pos:R:3:forces:R:3 method="wB97M-V/def2-TZVPD" gap_ev=8.14 smiles="CC1=C(C(C)(C)C)SCS1" homo_energy_ev=-7.38 de_lowest_ev=0.000
C -1.358422 0.824240 -0.011375 0.1 -0.6 -1.0
C -0.603590 -0.289885 -0.115376 -1.0 1.5 0.4
C -3.154037 -1.069560 0.297232 -0.2 1.3 1.2
C -0.852199 2.203269 0.043913 2.4 0.8 -0.7
C 1.296591 -1.878360 -0.155335 1.1 0.4 -1.3
C 1.494274 0.276659 1.115566 1.6 -0.8 2.6
C 1.622318 0.297241 -1.314106 -0.9 -1.9 0.0
C 0.944479 -0.341256 -0.102602 -0.8 -2.6 -1.2
S -3.129523 0.721479 -0.047073 0.5 -0.3 -0.1
S -1.589238 -1.762847 -0.168110 0.6 -1.2 -1.0
H -3.165761 -1.189276 1.382241 -0.5 0.0 0.0
H -4.088085 -1.430394 -0.136890 0.6 -0.5 -0.2
H 0.242342 2.270739 -0.387193 -2.1 0.0 1.6
H -1.031166 2.519611 1.067800 0.9 0.4 0.3
H -1.345545 2.975006 -0.531444 -0.8 -0.3 -0.5
H 0.594371 -2.442468 -0.823415 0.6 0.2 1.0
H 2.255646 -1.911464 -0.704943 -0.2 -0.3 0.3
H 1.531561 -2.320321 0.822324 -0.8 0.0 -0.3
H 2.434226 0.832152 1.053209 -0.3 0.4 -0.7
H 1.817355 -0.470234 1.893743 -0.9 0.4 -0.6
H 0.716986 0.867932 1.513013 -0.3 1.0 1.0
H 1.090630 0.016428 -2.220105 0.4 -0.1 -0.3
H 2.653190 -0.017943 -1.252638 0.3 -0.2 -0.5
H 1.623601 1.319255 -1.218434 -0.1 2.5 0.0


28
Properties=species:S:1:pos:R:3:forces:R:3 method="wB97M-V/def2-TZVPD" gap_ev=8.59 homo_energy_ev=-12.43 de_lowest_ev=0.772 total_charge=+1
C -1.543512 -1.354232 -0.090938 0.0 -1.6 2.4
C -1.025648 -1.602053 -1.446496 -0.6 4.2 -1.6
C 0.948976 0.443379 1.935059 1.3 -0.8 1.1
C -2.347280 -0.110345 -0.222648 1.2 1.9 2.9
C -0.671169 -0.049198 -1.839173 0.5 -1.3 0.6
C 1.692849 -0.016911 0.734600 1.7 0.7 -2.3
C 0.219800 1.958466 0.365829 -0.3 -0.4 -1.1
C 3.112534 -0.505518 0.829972 1.5 3.5 -0.4
N -0.123436 1.208196 1.395293 -0.4 1.6 -0.4
N -1.500328 0.810592 -0.968626 -0.1 0.3 -0.8
S 1.626653 1.493718 -0.440097 0.5 0.1 1.3
Br -0.645730 3.533875 -0.142097 0.3 0.2 0.5
Br 3.934385 -0.554718 -0.994708 -0.4 0.0 0.8
H -2.218746 -2.185936 0.257230 1.0 0.7 0.1
H -0.664505 -1.175535 0.632708 -1.6 -0.5 -0.8
H -0.112947 -2.127077 -1.549145 0.3 -1.2 -0.4
H -1.856372 -1.697641 -2.133248 0.1 -1.6 -0.2
H 0.689104 -0.470529 2.503965 -0.4 0.9 0.1
H 1.631494 1.124423 2.500774 -0.5 -0.7 0.1
H -3.226436 -0.238754 -0.738839 -2.3 -0.7 -1.1
H -2.632347 0.338065 0.789363 0.3 -0.5 -1.1
H 0.425960 -0.034142 -1.575484 -1.2 0.8 -0.8
H -0.861330 0.186286 -2.875859 0.4 -0.1 -0.3
H 1.259441 -0.750262 0.102095 -1.3 -0.7 -0.1
H 3.236110 -1.471022 1.152438 -0.1 -2.3 1.0
H 3.746500 0.194052 1.435035 -0.4 -0.7 -0.6
H -0.990263 1.490127 1.781621 -0.7 -0.3 1.3
H -2.103768 1.562685 -1.398635 1.3 -1.4 0.0